[1]
C25H62BN12O30 | wB97M-V/def2-TZVPD

Properties
Energy relative to the best compared isomer or geometry (same formula, charge and spin) ... 0.000 eV
HOMO level ... -4.5 eV
Net charge ... -1
2S+1 ... 1

Atoms and positions in Å:
C  3.183  1.576  0.859
C  4.177  1.485  -0.305
O  5.244  0.595  0.049
C  5.097  -0.690  -0.558
C  5.967  -1.695  0.230
O  5.596  -3.069  0.113
C  5.437  -3.557  -1.203
O  6.014  -4.831  -1.296
B  5.699  -5.178  -2.719
O  4.271  -4.658  -2.850
C  4.010  -3.831  -1.729
C  3.045  -4.527  -0.764
C  2.688  -3.749  0.524
C  1.406  -4.301  1.169
C  0.089  -3.828  0.513
C  0.117  -2.359  0.102
O  -1.240  -1.844  0.129
C  -1.341  -0.564  -0.366
C  -1.364  -0.452  -1.871
O  -1.444  0.376  0.387
H  2.407  2.333  0.699
H  2.736  0.589  1.050
H  3.756  1.851  1.754
H  3.694  1.131  -1.229
H  4.629  2.470  -0.508
H  4.042  -1.007  -0.547
H  5.427  -0.603  -1.611
H  7.039  -1.598  -0.011
H  5.851  -1.427  1.293
H  5.956  -2.940  -1.967
H  6.445  -4.582  -3.518
H  5.800  -6.392  -2.857
H  3.536  -2.881  -2.042
H  2.109  -4.675  -1.336
H  3.423  -5.518  -0.480
H  2.642  -2.662  0.339
H  3.519  -3.874  1.235
H  1.337  -4.029  2.236
H  1.449  -5.402  1.134
H  -0.214  -4.474  -0.327
H  -0.723  -3.920  1.256
H  0.549  -2.233  -0.902
H  0.727  -1.783  0.817
H  -2.351  -0.782  -2.224
H  -0.602  -1.104  -2.323
H  -1.191  0.587  -2.169
C  -1.187  -1.731  3.599
N  -1.064  -3.161  3.983
O  -2.068  -3.756  4.328
O  0.038  -3.652  3.884
H  -2.225  -1.433  3.691
H  -0.540  -1.161  4.259
H  -0.853  -1.650  2.569
C  -3.931  -6.048  4.350
N  -4.890  -6.927  3.631
O  -6.078  -6.779  3.846
O  -4.429  -7.736  2.855
H  -4.493  -5.381  4.992
H  -3.267  -6.690  4.921
H  -3.373  -5.498  3.602
C  -4.759  0.157  1.367
N  -4.638  0.643  2.769
O  -4.344  -0.170  3.625
O  -4.829  1.820  2.967
H  -4.554  -0.907  1.358
H  -5.770  0.373  1.035
H  -4.036  0.709  0.772
C  1.341  5.882  0.855
N  1.786  5.196  -0.388
O  1.219  5.458  -1.427
O  2.707  4.416  -0.264
H  0.531  6.557  0.604
H  1.022  5.121  1.560
H  2.196  6.423  1.248
C  8.604  1.258  0.076
N  9.560  1.481  1.194
O  10.270  0.561  1.536
O  9.567  2.588  1.696
H  8.713  0.237  -0.271
H  7.599  1.434  0.452
H  8.853  1.970  -0.705
C  -4.194  3.317  -3.223
N  -4.008  1.841  -3.162
O  -4.847  1.174  -2.598
O  -3.014  1.408  -3.702
H  -5.116  3.590  -2.725
H  -3.331  3.761  -2.736
H  -4.215  3.588  -4.275
C  -7.929  5.170  -4.657
N  -7.574  5.587  -3.271
O  -6.983  4.787  -2.573
O  -7.903  6.699  -2.932
H  -7.574  4.158  -4.810
H  -9.010  5.232  -4.745
H  -7.452  5.870  -5.336
C  0.831  2.465  4.825
N  1.512  3.610  4.163
O  1.347  4.721  4.623
O  2.186  3.347  3.191
H  0.268  2.845  5.669
H  0.187  2.003  4.082
H  1.607  1.773  5.139
C  -9.694  3.531  -0.933
N  -9.865  2.461  0.086
O  -9.011  2.349  0.936
O  -10.861  1.775  -0.007
H  -8.773  4.065  -0.733
H  -9.670  3.048  -1.906
H  -10.556  4.186  -0.849
C  5.179  7.909  -0.006
N  3.874  8.562  0.292
O  3.521  8.616  1.453
O  3.244  8.990  -0.651
H  5.613  7.577  0.929
H  4.977  7.073  -0.670
H  5.804  8.647  -0.499
C  4.403  -1.416  -5.171
N  4.422  -0.439  -4.058
O  5.485  0.032  -3.699
O  3.356  -0.166  -3.543
H  5.420  -1.559  -5.513
H  3.987  -2.341  -4.763
H  3.766  -0.998  -5.947
C  -6.889  -6.363  0.382
N  -7.777  -5.185  0.192
O  -8.921  -5.384  -0.158
O  -7.292  -4.094  0.402
H  -7.455  -7.259  0.160
H  -6.048  -6.245  -0.295
H  -6.555  -6.357  1.416

[2]
C25H63Cl4N4O16P3 | wB97M-V/def2-TZVPD

Properties
Energy relative to the best compared isomer or geometry (same formula, charge and spin) ... 0.000 eV
HOMO level ... -8.9 eV
SMILES ... COP(=O)(OC)OC.COP(=O)(OC)OC.COP(=O)(OC)OC.CNC(C)=O.CNC(C)=O.CNC(C)=O.CNC(C)=O.ClCCCl.ClCCCl
Net charge ... 0
2S+1 ... 1

Atoms and positions in Å:
C  0.046  0.387  -4.391
O  0.078  1.325  -5.446
P  1.165  2.522  -5.457
O  2.328  2.107  -6.236
O  0.385  3.824  -6.045
C  1.139  5.037  -6.128
O  1.451  2.805  -3.911
C  0.455  3.360  -3.096
H  0.007  -0.664  -4.679
H  -0.641  0.740  -3.622
H  0.917  0.260  -3.748
H  2.198  5.018  -5.873
H  0.592  5.756  -5.517
H  1.175  5.414  -7.150
H  -0.564  2.985  -3.197
H  0.258  4.422  -3.242
H  0.824  3.153  -2.092
C  4.861  0.590  6.416
O  5.558  -0.329  5.488
P  5.433  -0.352  3.855
O  3.980  -0.336  3.412
O  6.184  -1.782  3.443
C  6.322  -2.092  2.056
O  6.509  0.771  3.347
C  5.984  1.982  2.782
H  4.197  1.311  5.939
H  5.552  0.998  7.154
H  4.091  0.146  7.048
H  5.600  -2.817  1.680
H  7.320  -2.446  1.799
H  6.048  -1.232  1.444
H  6.332  2.846  3.347
H  4.920  2.190  2.664
H  6.377  2.204  1.790
C  -5.981  0.287  4.021
O  -4.816  -0.394  4.475
P  -3.330  0.298  4.807
O  -2.270  -0.750  5.078
O  -3.727  1.262  5.985
C  -3.379  2.659  6.060
O  -3.095  1.277  3.535
C  -2.254  0.849  2.438
H  -6.614  -0.414  3.478
H  -5.706  1.112  3.364
H  -6.559  0.775  4.805
H  -4.312  3.220  6.009
H  -2.881  3.113  5.204
H  -2.825  2.955  6.951
H  -2.776  0.554  1.527
H  -1.559  0.036  2.653
H  -1.750  1.745  2.077
C  1.018  -2.626  3.954
N  1.354  -3.726  3.150
C  0.678  -4.191  2.128
C  1.399  -5.249  1.250
O  -0.428  -3.815  1.824
H  0.187  -2.076  3.513
H  1.772  -1.839  3.982
H  0.533  -2.985  4.862
H  2.172  -4.292  3.326
H  0.774  -6.030  0.816
H  2.152  -5.818  1.796
H  1.973  -4.646  0.547
C  -1.862  3.118  -0.354
N  -2.605  4.205  -0.996
C  -3.505  3.990  -1.964
C  -4.445  5.132  -2.405
O  -3.551  2.869  -2.487
H  -1.484  3.269  0.657
H  -1.023  2.766  -0.954
H  -2.488  2.239  -0.200
H  -2.416  5.174  -0.786
H  -4.004  5.764  -3.176
H  -4.639  5.863  -1.620
H  -5.318  4.731  -2.920
C  1.508  0.586  1.890
N  1.514  -0.472  0.924
C  0.689  -0.524  -0.133
C  0.889  -1.739  -0.923
O  -0.199  0.255  -0.366
H  0.888  1.460  1.690
H  2.527  0.952  2.013
H  1.182  0.042  2.777
H  2.049  -1.299  1.148
H  0.414  -1.524  -1.879
H  0.296  -2.574  -0.548
H  1.897  -2.135  -1.045
C  -3.097  -0.873  -2.104
N  -3.783  0.018  -3.101
C  -4.835  -0.266  -3.926
C  -5.302  0.823  -4.937
O  -5.313  -1.389  -4.057
H  -2.174  -1.298  -2.498
H  -3.624  -1.790  -1.839
H  -2.890  -0.351  -1.170
H  -3.420  0.960  -3.127
H  -4.877  0.430  -5.861
H  -4.779  1.773  -4.825
H  -6.388  0.912  -4.904
Cl  4.691  -2.298  -1.212
C  5.385  -2.460  -2.949
C  4.339  -1.961  -3.946
Cl  5.327  -2.169  -5.418
H  5.623  -3.523  -2.980
H  6.306  -1.878  -2.977
H  4.166  -0.890  -3.843
H  3.488  -2.641  -3.898
Cl  -4.454  -6.666  -1.289
C  -3.082  -5.499  -1.449
C  -2.372  -5.382  -0.098
Cl  -1.797  -6.884  0.557
H  -3.306  -4.654  -2.101
H  -2.353  -6.016  -2.073
H  -3.001  -4.907  0.655
H  -1.617  -4.665  -0.420

[3]
C25H64B3N5O9SSb | wB97M-V/def2-TZVPD

Properties
HOMO level ... -2.9 eV
Net charge ... -1
2S+1 ... 1

Atoms and positions in Å:
C  -3.015  -0.592  6.577
C  -4.508  -0.640  6.200
C  -4.832  -1.546  5.013
C  -4.900  -0.803  3.673
C  -3.572  -0.127  3.330
C  -3.448  0.273  1.846
C  -3.355  1.767  1.580
C  -2.219  2.480  2.314
C  -0.849  2.046  1.790
C  -0.099  3.173  1.093
C  1.179  2.659  0.440
C  2.172  3.787  0.155
C  2.849  3.676  -1.209
C  3.489  2.313  -1.507
C  3.138  1.832  -2.936
C  4.258  1.118  -3.668
Sb  4.959  -0.804  -2.772
B  5.761  -2.860  -2.129
N  5.039  -4.107  -2.161
O  7.110  -2.937  -1.685
B  2.824  -1.550  -2.476
O  1.784  -1.229  -3.315
O  2.465  -2.362  -1.404
B  7.167  -0.153  -2.847
O  7.752  0.330  -1.696
N  8.029  -0.270  -4.041
C  8.358  1.075  -4.523
C  9.256  -1.017  -3.793
S  5.070  -1.677  -5.258
C  6.164  -3.105  -5.488
O  3.745  -2.116  -5.729
O  5.609  -0.646  -6.158
H  -2.397  -0.962  5.775
H  -2.735  0.437  6.780
H  -2.811  -1.166  7.473
H  -4.850  0.371  6.001
H  -5.069  -0.996  7.058
H  -4.094  -2.347  4.960
H  -5.818  -1.972  5.166
H  -5.206  -1.483  2.884
H  -5.654  -0.028  3.823
H  -3.439  0.722  3.988
H  -2.795  -0.850  3.553
H  -4.332  -0.106  1.347
H  -2.620  -0.270  1.407
H  -3.128  1.892  0.520
H  -4.303  2.275  1.733
H  -2.381  3.544  2.151
H  -2.314  2.335  3.384
H  -0.220  1.618  2.565
H  -1.025  1.293  1.027
H  -0.761  3.587  0.335
H  0.129  3.973  1.793
H  0.899  2.154  -0.481
H  1.611  1.958  1.146
H  2.880  3.909  0.968
H  1.596  4.711  0.144
H  2.127  3.979  -1.963
H  3.638  4.425  -1.234
H  3.206  1.572  -0.769
H  4.569  2.424  -1.492
H  2.922  2.743  -3.495
H  2.212  1.263  -2.929
H  3.910  0.885  -4.671
H  5.131  1.753  -3.808
H  4.938  -0.195  -1.097
H  5.693  -4.880  -2.283
H  4.412  -4.152  -2.962
H  7.595  -3.387  -2.401
H  1.003  -1.181  -2.732
H  2.688  -1.943  -0.558
H  7.088  0.817  -1.180
H  9.197  1.479  -3.949
H  7.503  1.726  -4.369
H  8.605  1.039  -5.578
H  9.793  -0.677  -2.899
H  9.922  -0.872  -4.641
H  9.087  -2.088  -3.708
H  7.123  -2.971  -4.994
H  6.346  -3.239  -6.548
H  5.689  -4.012  -5.131
O  -1.748  4.765  -1.175
C  -1.916  4.424  -2.330
N  -3.110  4.610  -2.960
C  -0.827  3.772  -3.146
H  -3.277  4.336  -3.910
H  -3.853  5.040  -2.436
H  -0.515  2.853  -2.651
H  0.025  4.447  -3.202
H  -1.152  3.532  -4.158
O  -7.765  -1.481  6.280
C  -8.811  -1.738  5.722
N  -9.101  -1.223  4.495
C  -9.861  -2.640  6.330
H  -9.954  -1.415  4.005
H  -8.415  -0.623  4.067
H  -10.181  -2.216  7.279
H  -9.422  -3.619  6.508
H  -10.732  -2.757  5.685
O  -4.980  -2.549  1.010
C  -5.488  -3.647  0.891
N  -5.157  -4.672  1.721
C  -6.515  -3.957  -0.172
H  -5.555  -5.589  1.650
H  -4.473  -4.491  2.438
H  -6.074  -3.776  -1.150
H  -7.370  -3.296  -0.040
H  -6.860  -4.990  -0.128

[4]
C25H65O28S8V | wB97M-V/def2-TZVPD

Properties
Energy relative to the best compared isomer or geometry (same formula, charge and spin) ... 5.973 eV
HOMO level (alpha / beta) ... -12.1 / -12.3 eV
⟨S²⟩ ... 0.80
Net charge ... +1
2S+1 ... 2

Atoms and positions in Å:
O  2.894  -0.869  2.182
V  1.858  -1.424  1.095
O  -1.096  -1.757  -1.526
C  -0.183  -1.704  -0.613
O  -0.085  -0.710  0.165
O  0.698  -2.532  -0.462
H  -1.711  -1.080  -1.233
O  2.015  3.401  2.485
S  0.947  2.400  2.441
O  1.261  0.998  2.072
O  -0.010  2.388  3.817
C  -0.421  3.647  4.393
C  -0.840  3.234  5.791
C  -0.292  2.969  1.251
H  -1.286  3.939  3.797
H  0.360  4.401  4.290
H  -1.173  4.073  6.401
H  0.051  2.852  6.291
H  -1.597  2.450  5.789
H  -0.325  4.048  1.101
H  -1.265  2.631  1.606
H  -0.076  2.658  0.229
O  0.352  -1.354  2.960
S  -0.744  -1.452  3.940
O  -1.365  -2.679  4.359
O  -0.339  -0.618  5.296
C  -1.183  -0.616  6.457
C  -0.317  -0.121  7.693
C  -2.142  -0.377  3.295
H  -1.607  -1.615  6.559
H  -1.988  0.084  6.235
H  -0.949  0.287  8.482
H  0.356  0.683  7.395
H  0.402  -0.875  8.015
H  -2.076  0.658  3.632
H  -3.105  -0.837  3.515
H  -2.091  -0.405  2.207
O  -3.639  0.048  -0.574
S  -4.203  1.314  -0.042
O  -4.370  1.544  1.366
O  -3.476  2.602  -0.805
C  -3.656  3.901  -0.257
C  -2.784  4.888  -0.918
C  -5.875  1.566  -0.907
H  -3.459  3.721  0.800
H  -4.675  4.220  -0.478
H  -1.759  4.521  -0.877
H  -2.892  5.918  -0.579
H  -3.064  4.945  -1.970
H  -6.560  0.740  -0.716
H  -5.545  1.466  -1.941
H  -6.160  2.604  -0.734
O  2.682  0.100  -0.353
S  3.094  1.154  -1.265
O  2.927  1.004  -2.760
O  2.219  2.506  -0.820
C  2.399  3.578  -1.750
C  1.782  4.817  -1.194
C  4.754  1.691  -0.788
H  2.019  3.377  -2.751
H  3.451  3.655  -2.022
H  0.698  4.708  -1.228
H  1.858  5.712  -1.811
H  2.032  4.947  -0.141
H  4.596  2.282  0.113
H  5.114  2.324  -1.599
H  5.253  0.731  -0.654
O  4.851  -4.160  -1.297
S  4.244  -2.838  -1.236
O  3.453  -2.473  -0.044
O  5.487  -1.733  -1.421
C  6.706  -2.070  -2.138
C  7.654  -2.672  -1.054
C  3.298  -2.531  -2.862
H  7.232  -1.187  -2.499
H  6.501  -2.801  -2.920
H  7.207  -3.518  -0.531
H  7.890  -1.874  -0.350
H  8.597  -3.054  -1.446
H  2.281  -2.898  -2.725
H  3.797  -2.962  -3.731
H  3.279  -1.445  -2.955
O  -6.699  -1.342  -5.287
S  -7.179  -2.249  -4.289
O  -8.187  -3.215  -4.724
O  -5.877  -3.151  -3.684
C  -4.604  -2.534  -3.524
C  -3.577  -3.647  -3.221
C  -7.659  -1.400  -2.686
H  -4.659  -1.746  -2.774
H  -4.351  -2.025  -4.454
H  -3.724  -4.543  -3.825
H  -3.819  -4.105  -2.262
H  -2.596  -3.177  -3.160
H  -8.010  -2.203  -2.038
H  -8.440  -0.716  -3.017
H  -6.794  -0.883  -2.271
O  -1.933  5.137  -4.830
S  -0.630  4.471  -4.719
O  0.564  5.253  -4.397
O  -0.746  3.211  -3.613
C  -1.909  2.445  -3.665
C  -1.794  1.228  -2.843
C  -0.263  3.463  -6.197
H  -2.092  2.116  -4.687
H  -2.690  3.138  -3.350
H  -2.721  0.654  -2.813
H  -1.619  1.402  -1.781
H  -0.950  0.574  -3.060
H  0.010  4.042  -7.079
H  -1.097  2.799  -6.426
H  0.670  2.959  -5.941
O  3.643  -4.068  3.908
S  2.742  -4.317  2.829
O  2.058  -3.304  2.096
O  3.548  -5.243  1.737
C  4.545  -6.121  2.196
C  5.897  -5.541  2.061
C  1.421  -5.525  3.522
H  4.578  -7.052  1.632
H  4.342  -6.447  3.216
H  6.014  -4.589  2.579
H  6.150  -5.481  1.003
H  6.604  -6.251  2.490
H  0.686  -5.761  2.752
H  0.955  -4.985  4.347
H  2.025  -6.412  3.712

Number 1: molar mass 1021.64 g/mol, E_tot -3927.813951 Eh. Number 2: molar mass 910.52 g/mol, E_tot -5278.244968 Eh. Number 3: molar mass 765.08 g/mol, E_tot -2655.034423 Eh. Number 4: molar mass 1121.25 g/mol, E_tot -7227.410096 Eh.